Version P
This record from OMol25 describes an isolated ion of composition C5H11N2 and charge +1. The level of theory is ωB97M-V/def2-TZVPD.

The lowest unoccupied orbital energy is -3.035 eV. The total charge is +1. As for the SMILES: C[C@@H]1NC[N@@H+]2C[C@H]12. As for the HOMO-LUMO gap: 10.71 eV.

```
18
Properties=species:S:1:pos:R:3:nbo_charge:R:1
C -0.931 -0.119 0.667 -0.04
C -1.086 1.378 0.610 -0.20
C 1.637 -0.308 0.824 -0.63
C -0.196 0.116 -1.570 -0.09
C 0.348 -0.998 0.344 -0.08
N -1.264 0.570 -0.631 -0.37
N 0.388 -1.149 -1.061 -0.61
H -1.712 -0.763 0.967 0.25
H -1.990 1.826 1.075 0.26
H 2.511 -1.056 0.668 0.25
H 1.610 -0.105 1.940 0.24
H 1.789 0.581 0.162 0.20
H -0.388 0.066 -2.651 0.27
H 0.713 0.803 -1.361 0.22
H -0.299 2.013 0.730 0.24
H 0.271 -2.073 0.672 0.25
H 0.192 -2.068 -1.387 0.41
H -2.117 0.692 -1.000 0.43
```

---

Version Q
This record from OMol25 describes an isolated ion of composition C5H11N2 and charge +1. The level of theory is ωB97M-V/def2-TZVPD.

The lowest unoccupied orbital energy (alpha / beta) is -5.304 / -5.023 eV. The total charge is +1. As for the HOMO-LUMO gap (alpha / beta): 8.78 / 8.00 eV.

```
18
Properties=species:S:1:pos:R:3:nbo_charge:R:1
C 0.266 0.746 0.317 0.10
C -1.139 0.657 0.913 -0.27
C -1.315 -1.192 -0.420 -0.10
C 1.158 -0.251 0.620 -0.03
C 2.418 -0.416 -0.086 -0.72
N 0.229 1.574 -0.725 -0.60
N -1.958 0.103 -0.222 -0.59
H -1.324 0.048 1.825 0.24
H -1.455 1.757 0.919 0.26
H -1.268 -1.595 -1.463 0.22
H -1.265 -1.806 0.369 0.18
H 0.743 -0.974 1.338 0.22
H 2.476 0.133 -1.022 0.23
H 2.704 -1.407 -0.307 0.26
H 3.365 -0.145 0.257 0.28
H 1.103 1.674 -1.263 0.37
H -2.966 0.223 -0.063 0.45
H -1.771 0.871 -0.986 0.48
```

---

In hartree, relative to the most stable structure: version P 0.0000; version Q 0.0827.

---

Version P
This record from OMol25 describes C5H11N2 as an isolated structure. The level of theory is ωB97M-V/def2-TZVPD.

The lowest unoccupied orbital energy is -3.271 eV. The total charge is +1. As for the HOMO-LUMO gap: 11.60 eV.

```
18
Properties=species:S:1:pos:R:3:nbo_charge:R:1
C -0.283 0.134 -0.032 0.34
C 2.768 -0.982 0.659 0.06
C -3.394 -0.178 0.987 -0.61
C 2.994 0.890 -0.991 -0.44
C -2.785 0.007 -0.415 -0.25
N 2.376 -0.033 -0.058 -0.44
N -1.393 0.189 -0.140 -0.29
H 1.058 0.196 0.045 0.33
H 3.784 -1.480 0.722 0.21
H 2.076 -1.670 1.178 0.20
H -3.127 0.705 1.525 0.22
H -4.503 -0.271 0.917 0.25
H -2.993 -1.040 1.524 0.23
H 4.019 1.144 -0.804 0.23
H 2.870 0.555 -1.936 0.23
H 2.494 1.856 -1.083 0.23
H -3.062 0.829 -1.029 0.25
H -2.899 -0.850 -1.071 0.24
```

---

Version Q
This record from OMol25 describes a 2-piece molecular cluster, C5H11N2 overall. The level of theory is ωB97M-V/def2-TZVPD.

The lowest unoccupied orbital energy is -4.232 eV. The total charge is +1. As for the HOMO-LUMO gap: 9.34 eV.

```
18
Properties=species:S:1:pos:R:3:nbo_charge:R:1
C -1.919 1.480 -0.401 -0.22
C 1.461 -1.243 -0.405 -0.23
C 0.008 -1.566 -0.421 -0.26
C -0.511 1.593 -0.546 0.30
C 0.798 -0.262 1.719 -0.43
N -1.089 1.140 -1.588 -0.48
N 0.620 -0.387 0.313 -0.43
H -2.341 0.704 0.224 0.24
H -2.412 2.512 -0.238 0.24
H 2.138 -1.924 0.187 0.21
H 1.903 -0.932 -1.270 0.20
H -0.616 -1.244 -1.295 0.21
H -0.322 -2.480 0.188 0.24
H 0.398 2.031 -0.140 0.29
H -0.030 0.346 2.146 0.21
H 0.994 -1.174 2.323 0.22
H 1.821 0.407 1.865 0.21
H -0.901 0.999 -2.660 0.49
```

---

Version R
This record from OMol25 describes C5H11N2 as an isolated structure. The level of theory is ωB97M-V/def2-TZVPD.

The lowest unoccupied orbital energy is -4.363 eV. The total charge is +1. As for the HOMO-LUMO gap: 8.07 eV.

```
18
Properties=species:S:1:pos:R:3:nbo_charge:R:1
C 0.640 -0.613 -1.533 0.40
C 1.762 -0.266 2.140 -0.55
C 0.071 0.170 1.347 -0.19
C -0.897 0.221 0.253 0.10
C -2.174 0.911 0.390 -0.66
N 1.012 -0.712 -2.763 -0.69
N -0.538 -0.088 -1.084 -0.50
H 1.082 -1.311 -0.850 0.22
H 1.846 0.763 2.603 0.26
H 2.372 -0.809 1.455 0.22
H 1.493 -1.008 2.972 0.24
H -0.443 0.628 2.140 0.18
H -2.692 1.018 -0.526 0.22
H -2.000 1.870 0.682 0.24
H -2.892 0.476 1.067 0.26
H 1.614 -1.468 -3.034 0.43
H 0.846 -0.108 -3.512 0.43
H -1.103 0.325 -1.748 0.41
```

---

In hartree, relative to the most stable structure: version P 0.0000; version Q 0.0952; version R 0.0269.

---

Version P
This record from OMol25 describes an isolated ion of composition C5H11N2 and charge +1. The level of theory is ωB97M-V/def2-TZVPD.

The lowest unoccupied orbital energy is -4.940 eV. The total charge is +1. As for the SMILES: C=N/C=[N+](/C)CC. As for the HOMO-LUMO gap: 8.93 eV.

```
18
Properties=species:S:1:pos:R:3:nbo_charge:R:1
C -3.096 0.259 -0.162 0.14
C -0.926 -0.925 0.308 0.36
C 1.168 1.521 0.493 -0.61
C 1.533 -1.546 0.052 -0.41
C 0.770 0.608 -0.637 -0.24
N -1.871 -0.002 0.149 -0.41
N 0.382 -0.690 -0.177 -0.33
H -3.443 -0.019 -1.218 0.20
H -3.803 0.933 0.340 0.23
H -1.185 -1.918 0.749 0.26
H 1.816 1.065 1.144 0.21
H 1.420 2.421 0.045 0.24
H 0.335 1.796 1.134 0.21
H 1.074 -2.432 0.561 0.22
H 1.927 -1.872 -0.914 0.23
H 2.367 -0.880 0.572 0.23
H -0.083 1.096 -1.108 0.22
H 1.616 0.587 -1.331 0.24
```

---

Version Q
This record from OMol25 describes a 2-piece molecular cluster, C5H11N2 overall. The level of theory is ωB97M-V/def2-TZVPD.

The lowest unoccupied orbital energy is -3.200 eV. The total charge is +1. As for the HOMO-LUMO gap: 10.23 eV.

```
18
Properties=species:S:1:pos:R:3:nbo_charge:R:1
C 3.309 0.367 -0.408 -0.48
C 2.648 0.083 0.644 0.09
C 0.293 -0.668 -0.911 -0.28
C -0.243 0.281 0.156 0.04
C -2.897 0.242 0.023 -0.43
N 0.710 -0.704 0.441 -0.45
N -1.619 -0.047 0.848 -0.54
H 4.338 0.568 -0.328 0.27
H 2.899 0.090 -1.347 0.24
H 2.730 -0.072 1.766 0.25
H -0.083 -1.539 -1.434 0.23
H 0.973 -0.124 -1.679 0.19
H 0.114 1.313 0.054 0.24
H -3.667 -0.521 0.142 0.24
H -3.280 1.213 0.347 0.23
H -2.618 0.266 -1.054 0.24
H -1.652 -1.067 0.964 0.44
H -1.955 0.320 1.777 0.45
```

---

In hartree, relative to the most stable structure: version P 0.0000; version Q 0.1076.

---

Version P
This record from OMol25 describes a 2-piece molecular cluster, C5H11NO overall. The level of theory is ωB97M-V/def2-TZVPD.

The lowest unoccupied orbital energy (alpha / beta) is -4.629 / -8.612 eV. The total charge is +1. Its spin multiplicity is 2. As for the HOMO-LUMO gap (alpha / beta): 10.20 / 6.17 eV.

```
18
Properties=species:S:1:pos:R:3:nbo_charge:R:1
C 2.270 1.307 0.343 -0.62
C 0.864 1.308 0.946 -0.25
C -0.070 -0.693 1.719 0.00
N 0.181 0.026 0.711 -0.45
H 2.638 2.329 0.250 0.24
H 2.994 0.778 0.964 0.22
H 2.225 0.869 -0.658 0.21
H 0.243 2.065 0.459 0.21
H 0.863 1.632 1.993 0.20
H 0.264 -0.387 2.712 0.19
H -0.594 -1.642 1.606 0.18
C -2.639 -1.079 -1.498 -0.11
C -1.337 -1.422 -1.799 0.36
O -0.409 -0.502 -1.962 -0.60
H -3.396 -1.830 -1.305 0.23
H -2.938 -0.051 -1.691 0.24
H -0.991 -2.455 -1.801 0.21
H -0.169 -0.253 -0.988 0.54
```

---

Version Q
This record from OMol25 describes a 2-piece molecular cluster, C5H11NO overall. The level of theory is ωB97M-V/def2-TZVPD.

The lowest unoccupied orbital energy (alpha / beta) is -3.733 / -7.296 eV. The total charge is +1. Its spin multiplicity is 2. As for the HOMO-LUMO gap (alpha / beta): 9.17 / 5.61 eV.

```
18
Properties=species:S:1:pos:R:3:nbo_charge:R:1
O -2.578 -0.447 -1.327 -0.52
C -2.313 0.722 -1.436 0.43
C -1.542 1.320 -2.569 -0.74
H -2.675 1.414 -0.646 0.11
H -0.750 0.654 -2.911 0.24
H -1.133 2.298 -2.329 0.23
H -2.228 1.411 -3.415 0.27
C 3.099 -1.338 1.478 -0.16
C 1.905 -0.869 0.958 0.07
N 0.951 -0.379 1.714 -0.34
C -0.405 -0.132 1.229 -0.44
H 3.269 -1.431 2.541 0.22
H 3.880 -1.630 0.792 0.24
H 1.701 -0.863 -0.106 0.24
H 1.042 -0.537 2.716 0.42
H -0.872 0.625 1.852 0.25
H -0.356 0.233 0.209 0.23
H -0.994 -1.050 1.250 0.26
```

---

Version R
This record from OMol25 describes a 2-piece molecular cluster, C5H11NO overall. The level of theory is ωB97M-V/def2-TZVPD.

The lowest unoccupied orbital energy (alpha / beta) is -4.444 / -8.044 eV. The total charge is +1. Its spin multiplicity is 2. As for the HOMO-LUMO gap (alpha / beta): 9.26 / 5.64 eV.

```
18
Properties=species:S:1:pos:R:3:nbo_charge:R:1
C -1.922 0.312 1.839 0.52
N -2.397 1.486 1.371 -0.81
O -1.780 -0.708 1.191 -0.64
H -1.662 0.356 2.907 0.13
H -2.500 2.245 2.024 0.41
H -2.517 1.673 0.390 0.40
C 1.432 1.411 -0.447 -0.72
C 0.955 0.041 -0.325 0.12
C 1.261 -0.970 -1.258 0.12
C 0.651 -2.281 -1.213 -0.72
H 2.170 1.537 -1.236 0.25
H 0.569 2.063 -0.653 0.30
H 1.835 1.772 0.499 0.29
H 0.401 -0.261 0.563 0.25
H 1.925 -0.720 -2.081 0.22
H -0.284 -2.302 -0.658 0.28
H 0.513 -2.687 -2.212 0.28
H 1.349 -2.966 -0.703 0.31
```

---

In hartree, relative to the most stable structure: version P 0.0616; version Q 0.0044; version R 0.0000.